Record 1
A 11-piece molecular cluster, C33H74O39P6 overall at a distorted geometry. Source: OMol25; level of theory: wB97M-V/def2-TZVPD.

Each line ends with the Mulliken charge.
Element x y z (Å)
1 C 3.6122 -24.3620 6.3554  -0.40
2 C 4.0791 -25.4762 7.1934  -0.21
3 O 5.4658 -25.5357 6.9541  -0.34
4 C 5.7740 -24.8613 5.8534  0.30
5 O 6.7808 -24.9219 5.2692  -0.27
6 O 4.6881 -24.1638 5.4681  -0.24
7 H 3.4014 -23.4256 6.8014  0.15
8 H 2.7586 -24.5775 5.7084  0.35
9 H 3.6591 -26.4505 6.9635  0.31
10 H 4.0328 -25.2933 8.2822  0.24
11 C 11.0145 -24.9963 1.4588  -0.48
12 C 10.1021 -25.5716 2.5331  -0.13
13 O 10.4804 -24.8035 3.6888  0.46
14 C 11.1769 -23.7030 3.2956  0.07
15 O 11.5166 -22.8390 4.0392  -0.47
16 O 11.5031 -23.8047 2.0311  -0.39
17 H 10.6585 -24.7374 0.4575  0.23
18 H 11.9618 -25.5722 1.2461  0.31
19 H 10.3354 -26.6263 2.7511  0.30
20 H 8.9888 -25.4939 2.3670  0.14
21 C 4.7321 -18.9345 7.5737  0.62
22 C 4.4904 -17.5043 7.4061  -0.21
23 O 4.8753 -16.9350 8.6497  -0.38
24 C 5.5731 -17.8545 9.3103  0.53
25 O 6.1695 -17.6319 10.3257  -0.58
26 O 5.4534 -19.0522 8.7374  -0.12
27 H 5.3451 -19.3293 6.7933  -0.58
28 H 3.8862 -19.5955 7.6523  0.35
29 H 3.4940 -17.1474 7.0904  0.26
30 H 5.1606 -16.9794 6.6968  0.09
31 C 7.2724 -25.7839 10.1906  0.83
32 C 7.5041 -26.8626 11.2339  -0.49
33 O 8.9056 -26.6788 11.4698  -0.36
34 C 9.4839 -26.2589 10.3808  0.19
35 O 10.6490 -26.3172 10.1086  -0.55
36 O 8.5546 -25.6534 9.5844  0.50
37 H 7.0345 -24.8116 10.5906  -0.27
38 H 6.5265 -26.0135 9.4059  -0.25
39 H 7.3408 -27.8710 10.9204  0.32
40 H 7.0374 -26.8100 12.2369  0.19
41 C 8.5208 -23.0020 7.4488  2.24
42 C 8.2776 -21.9423 6.4068  1.02
43 O 6.8247 -21.9115 6.3080  -0.25
44 C 6.2997 -22.4936 7.3995  -0.15
45 O 5.1438 -22.4483 7.7364  -0.72
46 O 7.2761 -22.9651 8.1551  -0.33
47 H 9.3526 -22.6977 8.1387  -1.14
48 H 8.6630 -23.9972 7.0010  -0.56
49 H 8.6980 -22.1576 5.4309  -0.55
50 H 8.6225 -20.9896 6.7817  0.10
51 C 6.9174 -21.4974 10.5453  -1.24
52 O 7.8083 -22.5665 11.0377  0.88
53 P 7.9910 -23.0324 12.5507  0.12
54 O 7.3111 -24.2555 12.9205  -0.73
55 O 7.6067 -21.7508 13.4929  -0.26
56 C 6.2093 -21.7678 14.0851  -0.72
57 O 9.5706 -22.9833 12.6567  0.15
58 C 10.1703 -23.7316 13.7537  -1.08
59 H 5.9639 -21.8039 10.1835  0.40
60 H 7.3644 -21.1157 9.6446  0.10
61 H 6.7643 -20.7639 11.3244  0.71
62 H 5.4389 -21.2314 13.4033  0.19
63 H 6.4254 -21.2637 14.9856  0.32
64 H 6.0151 -22.8560 14.3162  0.32
65 H 10.9263 -24.3808 13.3604  0.28
66 H 9.4531 -24.3589 14.3148  0.39
67 H 10.5673 -23.0385 14.4733  0.29
68 C 12.2379 -29.0616 8.0530  -0.53
69 O 12.6831 -28.9884 6.6872  -0.28
70 P 11.5592 -28.9543 5.5975  0.55
71 O 10.6004 -30.0215 5.5672  -0.77
72 O 10.8216 -27.5670 5.9907  0.60
73 C 9.4318 -27.3861 6.2976  -0.52
74 O 12.3965 -28.6692 4.2767  -0.42
75 C 13.2052 -27.4718 4.2896  -0.49
76 H 13.1253 -29.3582 8.6177  0.27
77 H 11.5752 -29.9210 8.1901  0.32
78 H 11.8403 -28.1425 8.4424  0.12
79 H 8.9775 -28.2778 6.7018  0.49
80 H 8.9029 -27.0623 5.3830  0.15
81 H 9.4207 -26.6639 7.0878  -0.13
82 H 14.0100 -27.6716 3.5704  0.33
83 H 13.6734 -27.3930 5.2640  0.35
84 H 12.7672 -26.4937 4.1233  -0.03
85 C 9.3539 -17.8004 5.8787  -0.44
86 O 8.0310 -17.4396 5.5427  -0.33
87 P 7.1081 -17.6347 4.2717  0.66
88 O 5.8875 -16.7947 4.2371  -0.79
89 O 7.9401 -17.4270 2.9069  -0.13
90 C 7.7236 -16.3674 2.0111  -0.84
91 O 6.9820 -19.1970 4.4578  0.79
92 C 6.1514 -19.9799 3.6151  -0.85
93 H 9.9464 -16.8810 5.9997  0.38
94 H 9.8388 -18.4905 5.1964  0.25
95 H 9.3001 -18.2634 6.8770  0.04
96 H 8.4241 -16.5490 1.1761  0.22
97 H 7.9457 -15.3987 2.4080  0.32
98 H 6.7242 -16.3916 1.6891  0.36
99 H 6.2354 -19.5760 2.5630  0.35
100 H 5.1400 -19.8580 3.9609  0.39
101 H 6.4428 -21.0172 3.7069  -0.19
102 C 11.7552 -22.2289 10.4800  -0.05
103 O 11.4713 -20.8418 10.5779  -0.25
104 P 11.1749 -19.8504 9.4092  -0.29
105 O 10.1482 -20.3136 8.4731  0.78
106 O 10.9330 -18.5034 10.1617  -0.41
107 C 9.7887 -18.3206 11.0669  -0.48
108 O 12.5848 -19.5889 8.7056  -0.44
109 C 12.9528 -20.4415 7.6168  0.34
110 H 10.9598 -22.8199 9.9893  -0.01
111 H 11.6958 -22.5458 11.5394  0.09
112 H 12.8007 -22.3858 10.1815  0.29
113 H 9.6159 -17.2686 11.2227  0.27
114 H 9.9979 -18.8486 11.9873  0.28
115 H 8.8186 -18.6375 10.6234  0.10
116 H 14.0264 -20.6231 7.6889  0.32
117 H 12.7139 -20.0642 6.6124  0.17
118 H 12.4410 -21.3636 7.7331  -0.49
119 C 9.2244 -21.6869 -1.1140  -0.58
120 O 8.1687 -21.4515 -0.2152  -0.34
121 P 7.9024 -22.6223 0.9090  0.50
122 O 8.1465 -24.0041 0.5085  -0.71
123 O 8.8365 -22.3019 2.1675  0.59
124 C 9.4107 -20.9590 2.5032  -0.78
125 O 6.3997 -22.2023 1.3104  -0.39
126 C 5.6697 -23.2310 2.0268  -0.66
127 H 8.9815 -22.5064 -1.8318  0.26
128 H 10.1275 -22.0444 -0.5644  0.24
129 H 9.3168 -20.7039 -1.6356  0.22
130 H 9.3125 -20.8356 3.5780  -0.11
131 H 8.9018 -20.1230 2.0024  0.54
132 H 10.4790 -20.9822 2.3560  0.45
133 H 5.4078 -23.9975 1.3261  0.48
134 H 4.7641 -22.8883 2.5435  0.20
135 H 6.3035 -23.7059 2.7605  0.17
136 C 14.6827 -25.9305 9.1800  -0.60
137 O 14.4810 -25.3022 7.8965  -0.20
138 P 14.0785 -23.7497 7.8044  0.09
139 O 14.6274 -22.8785 8.8352  -0.84
140 O 12.4906 -23.7759 7.7647  0.60
141 C 11.8656 -24.7088 6.8967  0.17
142 O 14.5752 -23.4502 6.3312  0.00
143 C 15.9671 -23.1646 6.1271  -0.92
144 H 15.3790 -26.7595 9.0824  0.25
145 H 13.7283 -26.2724 9.5758  0.08
146 H 15.1053 -25.1228 9.7784  0.37
147 H 12.3652 -24.8785 5.9488  0.13
148 H 10.8968 -24.3276 6.6424  -0.38
149 H 11.7244 -25.6090 7.4365  0.09
150 H 16.3538 -22.2871 6.6550  0.28
151 H 16.1399 -23.0236 5.0740  0.24
152 H 16.5504 -24.0389 6.4145  0.33

Atoms 1-3, force components in eV/Å:
C -1.320 0.520 -1.931
C 0.204 -0.784 2.545
O 1.142 -0.779 0.375

The calculation puts the gap between HOMO and LUMO at 10.566 eV. The total energy comes out at -171020.4481 eV. As for the spin multiplicity: 1. Its SMILES is COP(=O)(OC)OC.COP(=O)(OC)OC.COP(=O)(OC)OC.COP(=O)(OC)OC.COP(=O)(OC)OC.COP(=O)(OC)OC.O=C1OCCO1.O=C1OCCO1.O=C1OCCO1.O=C1OCCO1.O=C1OCCO1.

***

Record 2
C33H75Hg2N6O11 as an isolated structure at a distorted geometry. Source: OMol25; level of theory: wB97M-V/def2-TZVPD.

Each line ends with the Löwdin spin population.
Element x y z (Å)
1 Hg 1.2734 0.6497 -4.0172  0.62
2 Hg -1.5400 -3.2334 2.6113  0.00
3 C 2.4843 -4.3471 2.6609  0.00
4 C 1.3128 -5.3485 2.9489  0.00
5 C 1.8085 -6.2770 4.1088  0.00
6 O 0.1073 -4.6825 3.3083  0.00
7 H 2.5642 -3.6002 3.4508  0.00
8 H 2.3029 -3.8317 1.7177  0.00
9 H 3.3520 -4.9810 2.4783  0.00
10 H 1.1954 -5.8148 1.9707  0.00
11 H 2.2332 -5.6088 4.8580  0.00
12 H 2.4368 -6.9947 3.5812  0.00
13 H 1.0367 -6.9180 4.5348  0.00
14 C -1.2115 1.2617 -0.4571  0.00
15 C -1.2648 0.5969 0.7219  0.00
16 C -0.2604 -0.5090 1.0428  0.00
17 O -0.2311 -1.1833 2.1560  0.00
18 C 0.6583 -0.9125 0.0578  0.00
19 C 0.6295 -0.3481 -1.2087  0.01
20 C -0.2839 0.9077 -1.4645  0.01
21 O -0.0178 1.5847 -2.4485  0.12
22 O 1.3904 -0.7281 -2.1563  0.08
23 O -2.3196 0.9088 1.4163  0.00
24 H -2.0154 1.9389 -0.7050  0.00
25 H 1.3141 -1.6937 0.4130  0.00
26 C -2.5461 -0.3564 5.2250  0.00
27 C -1.4614 -1.3946 5.4266  0.00
28 C -0.8885 -1.4528 6.9170  0.00
29 O 0.3426 -2.1425 7.0788  0.00
30 C 1.2366 -2.0743 5.9670  0.00
31 N -1.9155 -2.6775 4.8982  0.00
32 H -2.3355 0.6800 5.4889  0.00
33 H -3.4721 -0.6646 5.7103  0.00
34 H -2.6893 -0.0960 4.1763  0.00
35 H -0.6154 -1.0506 4.8316  0.00
36 H -1.6086 -1.8759 7.6173  0.00
37 H -0.7195 -0.4480 7.3040  0.00
38 H 1.6608 -1.0702 5.9591  0.00
39 H 0.9237 -2.4064 4.9771  0.00
40 H 2.1354 -2.6678 6.1343  0.00
41 H -1.5890 -3.3516 5.5758  0.00
42 H -2.8886 -2.7085 5.1670  0.00
43 C -4.8069 -1.6326 -0.2755  0.00
44 C -3.7761 -2.6157 0.4333  0.00
45 C -2.6396 -3.1361 -0.4788  0.00
46 O -1.7190 -3.9024 0.3148  0.00
47 C -0.5878 -4.4402 -0.4244  0.00
48 N -3.1426 -1.9488 1.6218  0.00
49 H -4.3512 -1.0360 -1.0658  0.00
50 H -5.0158 -0.8377 0.4405  0.00
51 H -5.6729 -2.0850 -0.7586  0.00
52 H -4.3373 -3.4850 0.7759  0.00
53 H -2.2077 -2.2711 -0.9821  0.00
54 H -3.0529 -3.7977 -1.2401  0.00
55 H -0.8915 -4.9493 -1.3391  0.00
56 H -0.0759 -5.1636 0.2104  0.00
57 H -0.0152 -3.6622 -0.9293  0.00
58 H -2.8444 -1.0143 1.3812  0.00
59 H -3.9823 -1.6523 2.0984  0.00
60 C 6.0288 -2.2231 -1.4978  0.00
61 C 4.4595 -2.3437 -1.4183  0.00
62 C 3.8804 -3.6325 -0.6576  0.00
63 O 4.2340 -4.9067 -1.1512  0.00
64 C 3.8945 -6.0224 -0.4577  0.00
65 N 4.0063 -1.0956 -0.7981  0.00
66 H 6.4705 -3.1355 -1.8985  0.00
67 H 6.3714 -2.0797 -0.4730  0.00
68 H 6.4052 -1.2892 -1.9152  0.00
69 H 4.1165 -2.4505 -2.4475  0.00
70 H 2.8085 -3.4399 -0.6133  0.00
71 H 4.2597 -3.4271 0.3434  0.00
72 H 4.3338 -6.9355 -0.8594  0.00
73 H 2.8148 -6.1680 -0.4902  0.00
74 H 4.1451 -6.0196 0.6031  0.00
75 H 2.9969 -1.1193 -0.7729  0.00
76 H 4.3150 -1.2104 0.1567  0.00
77 C -4.8966 3.4580 -5.9338  0.00
78 C -4.9189 4.0559 -4.5184  0.00
79 C -4.7070 2.8687 -3.5009  0.00
80 O -4.4042 3.4811 -2.2546  0.00
81 C -4.8203 2.6966 -1.0967  0.00
82 N -3.8336 4.9590 -4.4852  0.00
83 H -5.0989 4.2582 -6.6457  0.00
84 H -5.7123 2.7456 -6.0568  0.00
85 H -3.9660 3.1110 -6.3829  0.00
86 H -5.9008 4.4473 -4.2523  0.00
87 H -3.8681 2.2165 -3.7439  0.00
88 H -5.5966 2.2394 -3.5246  0.00
89 H -4.2121 3.0571 -0.2671  0.00
90 H -4.7389 1.6106 -1.0526  0.00
91 H -5.8310 2.9968 -0.8201  0.00
92 H -3.0972 4.4709 -4.9747  0.00
93 H -4.0152 5.6861 -5.1623  0.00
94 C -0.1990 4.4288 0.4507  0.00
95 C -1.5948 4.6301 0.0710  0.00
96 C -2.0723 6.0145 0.6471  0.00
97 O -3.2468 6.3159 -0.0913  0.00
98 C -3.7931 7.5398 0.2062  0.00
99 N -1.6007 4.5328 -1.3933  0.00
100 H 0.4909 5.2315 0.1901  0.00
101 H 0.1052 3.4110 0.2065  0.00
102 H -0.1186 4.3084 1.5310  0.00
103 H -2.2857 3.9195 0.5246  0.00
104 H -1.3160 6.7995 0.6501  0.00
105 H -2.4389 5.7800 1.6465  0.00
106 H -3.0403 8.2821 -0.0590  0.00
107 H -4.2430 7.7113 1.1841  0.00
108 H -4.5024 7.8143 -0.5746  0.00
109 H -0.9281 5.1590 -1.8124  0.00
110 H -1.2592 3.6772 -1.8072  0.00
111 C 3.2318 3.1289 -2.2398  0.00
112 C 4.0618 2.1659 -3.0473  0.01
113 C 5.6108 1.8347 -2.6467  0.00
114 O 6.3000 1.3178 -3.7404  0.00
115 C 7.3093 2.1560 -4.2265  0.00
116 N 3.4158 0.8698 -3.2123  0.11
117 H 3.4365 4.1774 -2.4566  0.00
118 H 3.4616 3.2065 -1.1771  0.00
119 H 2.1598 2.9326 -2.2599  0.00
120 H 3.9754 2.5836 -4.0503  0.00
121 H 5.5471 1.0077 -1.9395  0.00
122 H 6.1919 2.6261 -2.1733  0.00
123 H 6.9590 3.1815 -4.3438  0.00
124 H 7.3922 1.9062 -5.2843  0.00
125 H 8.1215 2.1793 -3.5000  0.00
126 H 4.1001 0.3945 -3.7832  0.01
127 H 3.4385 0.4681 -2.2859  0.00

Atoms 1-3, force components in eV/Å:
Hg 0.052 -0.134 -1.460
Hg 1.955 -0.413 0.753
C -1.097 -0.740 -0.359

The calculation puts the gap between HOMO and LUMO (spin up / spin down) at 6.653 / 6.743 eV. The total energy comes out at -75239.1191 eV. As for the spin multiplicity: 2.